Record 1
{"formula": "C4H9O2", "method": "ωB97M-V/def2-TZVPD", "symbols": ["O", "C", "C", "C", "C", "O", "H", "H", "H", "H", "H", "H", "H", "H", "H"], "positions_angstrom": [[-1.74, -0.51, 1.36], [-1.03, 0.49, 1.45], [0.56, 0.12, 1.23], [0.82, -0.50, -0.12], [0.33, 0.42, -1.25], [0.91, -0.09, -2.47], [-1.05, 1.05, 2.42], [-1.24, 1.31, 0.69], [0.70, -0.63, 2.01], [1.21, 1.07, 1.28], [0.22, -1.40, -0.13], [1.92, -0.65, -0.25], [-0.73, 0.34, -1.29], [0.68, 1.48, -1.12], [0.86, -0.98, -2.61]], "relative_energy_kj_mol": 281.6, "homo_energy_ev": -2.3, "e_lumo_ev": 3.803, "orbital_gap_ha": 0.22505, "energy_ev": -8387.5729, "charge": -1}

---

Record 2
{"formula": "C4H9O2", "method": "ωB97M-V/def2-TZVPD", "symbols": ["C", "C", "C", "C", "O", "O", "H", "H", "H", "H", "H", "H", "H", "H", "H"], "positions_angstrom": [[-0.60, -0.01, -0.07], [-2.44, -0.19, -0.17], [1.01, 1.77, -0.20], [1.42, -1.53, 0.32], [-0.31, 1.20, -0.19], [0.00, -1.05, 0.31], [-2.56, -0.42, 0.87], [-2.93, 0.71, -0.47], [-2.56, -1.11, -0.66], [1.69, 1.02, -0.44], [1.18, 2.31, 0.80], [0.85, 2.68, -0.93], [1.60, -2.20, 1.22], [1.35, -2.37, -0.41], [2.29, -0.82, 0.03]], "relative_energy_kj_mol": 204.7, "homo_energy_ev": -16.4, "e_lumo_ev": -3.672, "orbital_gap_ha": 0.46656, "energy_ev": -8378.7613, "charge": 1}

---

Record 3
{"formula": "C4H9O2P", "method": "ωB97M-V/def2-TZVPD", "symbols": ["C", "O", "P", "C", "O", "H", "H", "H", "H", "H", "H", "H", "C", "C", "H", "H"], "positions_angstrom": [[0.12, 0.69, 1.48], [0.19, 0.28, 0.07], [-0.61, 0.29, -1.37], [-1.13, 2.14, -1.60], [-2.11, -0.37, -1.08], [-0.15, 1.73, 1.57], [1.15, 0.53, 1.78], [-0.61, 0.19, 2.04], [-2.17, 2.30, -1.62], [-0.59, 2.67, -0.72], [-0.70, 2.56, -2.54], [-2.01, -1.29, -0.94], [2.29, -3.22, 0.19], [2.27, -2.53, 1.19], [2.12, -3.96, -0.50], [1.96, -2.01, 2.05]], "relative_energy_kj_mol": 375.4, "homo_energy_ev": -8.5, "e_lumo_ev": 0.813, "orbital_gap_ha": 0.34114, "energy_ev": -17675.1256}

---

Record 4
{"formula": "C4H9O2P", "method": "ωB97M-V/def2-TZVPD", "symbols": ["C", "C", "C", "C", "O", "O", "P", "H", "H", "H", "H", "H", "H", "H", "H", "H"], "positions_angstrom": [[0.08, -2.41, 1.18], [0.29, 1.07, 0.92], [0.63, 1.02, -1.57], [-0.29, 0.83, -0.42], [-0.90, -1.57, 0.92], [1.01, -2.57, 0.42], [-1.09, -0.91, -0.59], [0.05, -2.84, 2.21], [-0.51, 0.59, 1.64], [0.51, 2.15, 1.36], [1.28, 0.61, 0.88], [0.05, 0.83, -2.60], [1.55, 0.39, -1.66], [1.01, 2.05, -1.75], [-2.43, -0.57, -0.30], [-1.24, 1.33, -0.65]], "s2": 2.003, "relative_energy_kj_mol": 148.3, "multiplicity": 3, "homo_energy_ev": [-4.6, -10.8], "e_lumo_ev": [0.897, -2.604], "orbital_gap_ha": [0.20306, 0.30187], "energy_ev": -17672.1565}